[1]
ORCA calculation (ωB97M-V with the def2-TZVPD basis set) on C9H11N3O4S in the gas phase.

LUMO in eV: 0.504
Kohn-Sham gap in eV: 9.330
Structure (SMILES): O=c1[nH]c2ccc(S(=O)(=O)NCCO)cc2[nH]1

Each line ends with the Mulliken charge.
Atoms and positions in Å:
1 O 5.2110 0.9586 -0.4425  -0.605
2 C 4.1268 0.4432 -0.3799  0.144
3 N 3.8158 -0.7835 0.1840  -0.109
4 C 2.4729 -1.0435 0.0700  0.771
5 C 1.7015 -2.1191 0.4717  -1.152
6 C 0.3421 -2.0658 0.1986  -0.449
7 C -0.2024 -0.9739 -0.4546  -0.017
8 S -1.9594 -0.9706 -0.7349  1.274
9 O -2.4519 -2.3018 -0.9026  -0.722
10 O -2.2744 -0.0171 -1.7739  -0.757
11 N -2.5261 -0.4777 0.7611  -0.295
12 C -2.1678 0.8249 1.2823  -0.520
13 C -2.7922 2.0319 0.5560  -0.393
14 O -2.1033 2.3951 -0.6057  -0.533
15 C 0.5506 0.1145 -0.8672  -0.636
16 C 1.9030 0.0650 -0.5942  0.592
17 N 2.9277 0.9445 -0.8495  -0.102
18 H 4.5045 -1.3839 0.6044  0.171
19 H 2.1387 -2.9659 0.9752  0.381
20 H -0.3174 -2.8716 0.4740  0.476
21 H -3.5051 -0.7042 0.8514  0.302
22 H -1.0793 0.9018 1.2220  0.250
23 H -2.4595 0.8441 2.3356  0.385
24 H -2.7439 2.9025 1.2164  0.370
25 H -3.8490 1.8154 0.3402  0.250
26 H -2.1921 1.6623 -1.2460  0.389
27 H 0.0862 0.9431 -1.3756  0.362
28 H 2.8427 1.8315 -1.3161  0.169

---

[2]
ORCA calculation (ωB97M-V with the def2-TZVPD basis set) on C9H11N3OS in the gas phase in a non-equilibrium geometry.

2S+1: 3
LUMO (alpha / beta) in eV: 0.628 / -4.059
Kohn-Sham gap (alpha / beta) in eV: 5.296 / 4.947
⟨S²⟩: 2.022

Each line ends with the Mulliken spin population.
Atoms and positions in Å:
1 C 0.7120 2.0396 -0.0778  -0.015
2 C -0.0860 0.8950 -0.0529  0.140
3 C -0.3030 -0.0671 -1.0789  -0.013
4 C -0.8298 0.4161 1.0219  0.502
5 C 1.6710 0.3148 -2.6876  -0.002
6 C 0.5461 1.1590 -3.1863  0.001
7 C 0.2453 -0.1094 -2.4328  0.006
8 C -2.2607 -1.6035 1.3809  0.036
9 C 0.8645 1.0098 3.1040  0.144
10 N 1.3800 2.9742 -0.0749  0.119
11 N -1.1065 -1.0175 -0.6321  0.329
12 N -1.4194 -0.7166 0.6312  0.136
13 O -1.5881 0.1709 3.6710  0.190
14 S -0.9536 1.1973 2.8543  0.472
15 H 2.2468 -0.2604 -3.3960  -0.001
16 H 2.2438 0.6827 -1.8496  0.002
17 H 0.3612 2.0998 -2.6905  0.001
18 H 0.3383 1.1732 -4.2459  0.000
19 H -0.1340 -0.9539 -2.9942  0.005
20 H -2.6547 -2.3373 0.6804  0.004
21 H -1.6894 -2.1100 2.1611  -0.016
22 H -3.0734 -1.0563 1.8553  0.010
23 H 1.0665 1.1597 4.1629  0.008
24 H 1.3679 1.7641 2.5061  -0.021
25 H 1.1794 0.0114 2.8077  -0.038

---

[3]
ORCA calculation (ωB97M-V with the def2-TZVPD basis set) on C9H11NO in the gas phase in a non-equilibrium geometry.

LUMO in eV: 0.922
Kohn-Sham gap in eV: 8.919

Each line ends with the Mulliken charge.
Atoms and positions in Å:
1 C 1.7626 1.6455 1.7921  -0.938
2 C 0.7469 2.6049 1.5457  -0.382
3 C 1.6643 0.6467 0.8702  -0.389
4 C -0.0449 2.0334 0.5754  -0.360
5 C -2.3677 -0.9144 -0.2330  -0.003
6 C -2.2005 0.0345 -1.1156  -0.379
7 C -1.1883 -1.5074 0.4269  -1.013
8 C 0.0120 -0.1664 -0.8241  0.885
9 C 1.0737 -0.9009 -1.4662  -1.672
10 N 0.5138 0.8199 0.1004  0.280
11 O -0.9425 0.3410 -1.5740  -0.395
12 H 2.5711 1.7991 2.3640  0.505
13 H 0.4783 3.5384 2.0371  0.391
14 H 2.2133 -0.2126 0.6949  0.452
15 H -0.9207 2.4325 0.0298  0.283
16 H -3.3335 -1.1964 0.1572  0.379
17 H -2.9125 0.6270 -1.7342  0.403
18 H -0.9505 -1.4717 1.4473  0.344
19 H -0.8595 -2.3714 0.0455  0.351
20 H 0.6345 -1.5168 -2.2950  0.353
21 H 1.4461 -1.6890 -0.8741  0.447
22 H 1.8847 -0.1920 -1.6229  0.457

---

[4]
ORCA calculation (ωB97M-V with the def2-TZVPD basis set) on C9H11NO3S in the gas phase in a non-equilibrium geometry.

LUMO (alpha / beta) in eV: -1.469 / -1.467
Kohn-Sham gap (alpha / beta) in eV: 7.847 / 7.850

Each line ends with the Mulliken charge.
Atoms and positions in Å:
1 C -2.8336 -1.3037 0.2052  -0.746
2 C -2.1523 -1.3330 1.4373  -0.556
3 C -2.1317 -0.9834 -0.9694  -0.765
4 C -0.9115 -0.7601 1.5820  -0.496
5 C -0.9274 -0.3279 -0.8468  1.079
6 C -0.3448 -0.1117 0.4378  0.136
7 C 1.3887 1.4752 1.3244  -0.690
8 C 1.2924 2.3886 0.1735  -0.438
9 C -0.2860 0.1612 -2.1598  -1.529
10 N 0.9879 0.4149 0.4157  0.328
11 O 1.8863 -1.4827 -1.1680  -0.619
12 O 2.6647 -1.2758 1.1428  -0.587
13 O 3.2864 0.4695 -0.5687  -0.617
14 S 2.4336 -0.6234 -0.1534  1.156
15 H -3.7702 -1.7549 0.2593  0.402
16 H -2.5093 -1.7340 2.3721  0.378
17 H -2.6441 -1.1753 -1.8725  0.401
18 H -0.2358 -0.7212 2.3900  0.498
19 H 2.3615 1.2015 1.5944  0.338
20 H 0.8156 1.4973 2.2397  0.466
21 H 0.3209 2.6621 -0.0992  0.338
22 H 2.0982 2.5913 -0.3673  0.362
23 H -0.2240 1.2442 -2.2992  0.277
24 H 0.5225 -0.5026 -2.2008  0.480
25 H -1.0879 -0.0163 -2.8690  0.404

---

[5]
ORCA calculation (ωB97M-V with the def2-TZVPD basis set) on C9H11NOS in the gas phase in a non-equilibrium geometry.

LUMO (alpha / beta) in eV: -0.289 / -0.942
Kohn-Sham gap (alpha / beta) in eV: 8.289 / 7.539

Each line ends with the Mulliken charge.
Atoms and positions in Å:
1 C -2.9723 1.6361 -0.4284  -0.668
2 C -2.9776 1.4780 0.9339  -0.193
3 C -1.9445 1.1170 -1.1934  -0.441
4 C -1.9785 0.7271 1.5550  -1.195
5 C -0.9947 0.2111 -0.6730  1.213
6 C -1.1503 0.0885 0.6589  0.161
7 C 0.0985 -0.4224 -1.4450  -0.884
8 C 0.6673 -1.6194 -0.5543  -0.510
9 C 3.6423 -0.9046 0.8335  -0.760
10 N 0.8956 -1.3015 0.7734  -0.397
11 O 2.0854 1.0823 0.2739  -0.593
12 S 2.0200 -0.0807 1.2171  0.531
13 H -3.9255 1.9317 -0.8247  0.350
14 H -3.6680 2.1049 1.4393  0.401
15 H -1.7769 1.4154 -2.1944  0.414
16 H -2.0418 0.4505 2.6298  0.365
17 H -0.3876 -0.6502 -2.4334  0.488
18 H 0.8790 0.3672 -1.5217  0.266
19 H -0.0801 -2.4989 -0.5062  0.307
20 H 1.6709 -2.0060 -0.8065  0.311
21 H 4.0711 -1.3277 1.7247  0.320
22 H 4.4395 -0.1912 0.5351  0.298
23 H 3.4284 -1.6073 0.0063  0.216